Entry 1:
# C47H42Cl4N11O7S2Y

A molecular structure, C47H42Cl4N11O7S2Y in a non-equilibrium geometry (ωB97M-V/def2-TZVPD, OMol25).

Geometry as XYZ:
```
114
Properties=species:S:1:pos:R:3:forces:R:3
Y -1.292249 0.183288 -1.328686 0.9187 1.3439 -2.1410
C -2.412285 -5.189711 -3.073634 -1.2835 -0.2789 0.9111
N -3.294215 -4.147073 -2.449172 -0.3663 -0.2560 0.5613
C -4.407046 -4.424490 -1.636223 0.2140 -1.1158 -0.7063
C -5.062784 -3.273636 -1.447283 -0.6941 0.0618 0.8652
N -4.300134 -2.254569 -1.994901 0.1946 0.6174 -0.1829
C -3.193328 -2.788080 -2.591761 1.0381 -1.0307 -0.2297
S -1.852794 -2.111152 -3.311373 0.0604 0.9366 -0.2417
C -4.777337 -0.919726 -2.073768 -0.7482 0.8874 -0.6383
C -6.165653 -0.724500 -2.010980 -0.7951 -0.7262 -0.4166
C -6.692682 0.544396 -2.239946 0.7210 1.1045 0.1235
C -5.815786 1.588148 -2.595114 -0.5097 -0.2659 0.5061
C -4.470363 1.292032 -2.581152 0.8099 1.4223 -0.0397
N -3.954695 0.118740 -2.289538 0.6484 -2.1388 0.6100
H -1.645550 -4.685542 -3.657695 -0.1152 -0.0641 0.0915
H -3.065583 -5.856902 -3.716450 0.8457 0.8343 0.6851
H -1.967887 -5.796811 -2.242754 -0.2655 0.5214 -0.8382
H -4.593615 -5.456743 -1.295649 -0.0957 0.9252 -0.3329
H -6.006253 -3.008891 -0.961860 0.7920 -0.6003 0.0192
H -6.862176 -1.596387 -1.931451 0.7421 1.0862 0.1170
H -7.736114 0.803598 -2.075175 0.0332 -0.5033 -0.2980
H -6.094155 2.638321 -2.771923 -0.1980 -0.7920 0.0372
H -3.723095 2.086425 -2.742838 -0.3684 -0.3935 -0.0281
Cl -0.366765 5.500401 -5.932119 0.1537 0.6684 -0.8879
C -0.470709 4.632502 -4.481686 0.3551 1.1753 1.5539
C -0.577148 5.316822 -3.244030 0.3720 -1.2151 -1.9208
Cl -0.553520 7.026847 -3.219128 0.0347 0.4102 0.1753
C -0.661720 4.537003 -2.100626 -0.5828 -0.3537 -0.4974
Cl -0.454399 5.323290 -0.609668 -0.1850 0.2593 1.3979
C -1.001571 3.174106 -2.148649 0.5068 1.1517 -2.1213
O -1.464564 2.513003 -1.163736 -0.2923 -2.0464 1.9558
C -0.831037 2.488023 -3.408894 0.7798 1.6559 -0.4414
O -1.019214 1.226021 -3.502671 -0.4338 -1.5528 1.3783
C -0.370434 3.260872 -4.506408 -1.0013 -0.6989 1.1769
Cl 0.157049 2.435357 -5.892265 0.0705 -0.5143 -0.8100
C 3.413545 -3.186661 -2.799011 -1.0023 -0.7698 -0.3599
N 2.617281 -1.997650 -2.694565 0.4452 2.6418 0.0165
C 1.489165 -1.651642 -2.039455 0.2004 -1.1654 -0.9836
N 1.129208 -0.436195 -2.417537 -0.5640 -0.0621 1.5910
C 2.152242 0.029391 -3.181713 -0.4106 -1.3599 -0.2966
N 3.097324 -0.873885 -3.381448 -0.9531 -0.5028 0.1535
C 4.830891 -3.004189 -2.335285 0.3673 -0.8234 0.0474
C 5.773690 -3.991451 -2.729863 -0.1662 0.9685 0.5825
C 7.055349 -3.878672 -2.198031 1.0734 -0.7040 -0.2798
C 7.389527 -3.034219 -1.141321 -1.0559 -0.2457 -0.8377
C 6.395072 -2.157846 -0.710092 0.1141 0.2427 -0.2760
C 5.179653 -2.014599 -1.403963 0.1981 -0.2896 0.2531
C 6.692190 -1.327540 0.437231 -0.8280 2.5761 1.9302
N 7.767447 -1.206247 1.143498 -0.1456 0.0861 -0.2843
N 7.596513 -0.162720 2.053805 -0.6550 0.0167 -0.3513
C 6.403685 0.327337 1.889371 0.6476 -2.0859 -1.4407
O 5.709647 -0.402764 0.896997 1.4792 0.3992 0.3486
C 5.788713 1.392219 2.675511 -1.3805 0.4728 -0.5851
C 6.381130 1.882408 3.817533 0.8160 0.0213 0.9927
C 5.646391 2.733415 4.657968 0.8908 0.5084 0.3190
C 4.389431 3.245436 4.332414 0.0135 -1.4019 -0.6723
C 3.732175 2.658704 3.230206 1.3032 -0.3337 -0.8390
C 2.251502 2.841009 3.013388 -0.7476 1.5726 -0.3997
N 1.656915 1.947460 2.012822 0.0136 -1.5755 0.9229
C 0.988040 2.143492 0.863513 0.0120 -1.5003 0.2492
N 0.531850 0.942421 0.405941 0.6820 1.3514 0.5519
C 0.992010 0.057473 1.325268 0.5495 0.7002 1.1462
N 1.659045 0.583473 2.363495 -0.9281 0.9814 -2.0543
C 4.491555 1.842817 2.359110 -0.6308 -0.5375 0.2820
H 3.326642 -3.502101 -3.863596 0.4374 0.0650 0.6579
H 2.904266 -3.985599 -2.200261 0.4442 0.6555 -0.3377
H 0.908276 -2.336816 -1.392942 0.5969 0.6275 -0.5142
H 2.043514 0.965398 -3.705161 0.4639 0.1532 0.0942
H 5.533789 -4.818309 -3.428562 0.0644 0.8665 0.4105
H 7.877127 -4.475901 -2.618620 -0.5502 -0.0296 0.2597
H 8.383559 -3.040744 -0.721667 -0.0698 0.0540 0.1742
H 4.564910 -1.118673 -1.183476 0.1090 -1.0698 -0.1055
H 7.439534 1.608750 4.057247 -1.2631 0.0550 -0.0241
H 6.110127 2.978325 5.626869 -0.2093 0.3084 -0.6696
H 3.914955 4.025296 4.912382 -0.1162 -0.2713 0.3330
H 2.012546 3.890026 2.702582 0.2198 -0.7452 0.0759
H 1.724768 2.712566 3.981998 0.2332 -0.2229 -0.6406
H 0.903297 3.114654 0.395489 -0.3209 -0.1042 -0.0537
H 0.811336 -0.995590 1.204319 0.0796 -0.1270 0.1399
H 4.041250 1.428996 1.446075 0.0122 0.1924 0.5877
C -0.971400 -5.048216 0.760724 -0.1284 -1.3056 -0.0060
C -0.382805 -3.699529 1.226906 -0.8391 0.4048 -0.7823
C -0.469228 -3.616697 2.767285 -0.2298 -0.9833 0.1298
O 0.919068 -3.556721 0.681146 0.2182 0.1682 -0.0338
C -1.259277 -2.588318 0.505536 -0.4252 0.7906 -0.3139
O -2.484405 -2.609703 0.727369 1.1493 0.1265 -0.1693
O -0.655314 -1.740745 -0.301072 -1.1202 -1.5142 1.7104
H -0.469109 -5.886572 1.309013 -0.5299 0.6354 -0.1242
H -0.731329 -5.274522 -0.289926 0.0666 0.5468 0.1606
H -2.088882 -5.149842 0.838586 1.1363 0.3724 0.3219
H 0.253411 -4.329785 3.252349 -0.6240 0.5098 -0.5749
H -1.492858 -3.923475 3.054484 0.5096 -0.0091 -0.1550
H -0.334750 -2.654329 3.239270 0.3295 0.5338 -0.3252
H 1.614686 -3.800133 1.291326 -0.0401 -0.1899 0.3876
C -3.705254 5.876026 4.421717 -0.6754 -0.1420 -0.0718
C -3.373215 4.604912 3.648071 0.6009 -0.1544 0.4457
C -3.948900 4.312769 2.406794 0.2250 -0.1971 0.7780
C -3.653552 3.102398 1.764385 -0.1134 0.3055 -0.3171
C -2.855581 2.162360 2.431069 0.1626 0.5927 0.5034
C -2.214168 2.466879 3.638212 -1.0366 1.1343 -0.8297
C -2.446417 3.706203 4.204793 -0.5368 0.5267 0.1574
S -2.728707 0.478844 1.949346 -0.9047 0.0249 -1.9488
C -4.495102 0.095715 1.941911 -0.4921 -0.4446 0.3127
O -2.568876 0.492004 0.420711 -0.0516 -0.0782 1.3168
H -2.842096 6.548106 4.502303 -0.1105 -0.2178 -0.0506
H -4.042581 5.628797 5.464820 0.2349 0.2473 -0.9958
H -4.510250 6.430310 3.886997 0.4925 -0.3161 0.5490
H -4.674499 5.060464 2.093673 0.1924 -0.3798 -0.7476
H -3.996578 2.916926 0.730191 0.0610 -0.0810 0.7695
H -1.579813 1.784164 4.126176 0.6776 -0.9272 0.4025
H -1.989402 3.990717 5.149133 0.0856 -0.1913 -0.1018
H -4.958260 0.719723 1.158083 0.3643 -0.2060 0.3318
H -5.003507 0.262231 2.906173 0.4395 -0.0132 -0.2851
H -4.562319 -0.966998 1.663185 0.0867 0.3270 0.0489
```
Forces are in eV/Å.

The multiplicity is 1. As for the maximum force: 3.3 eV/A. The calculation puts the HOMO energy at -0.2069 Ha. For the HOMO-LUMO gap, the calculation gives 5.5 eV. For the LUMO energy, the calculation gives -0.12 eV. The calculation puts the energy above the lowest of the compared OMol25 structures with the same formula, charge and spin at 0.0 kcal per mole.



Entry 2:
# C35H33BrFN9O3Tl

A molecular structure, C35H33BrFN9O3Tl (ωB97M-V/def2-TZVPD, OMol25).

Geometry as XYZ:
```
83
Properties=species:S:1:pos:R:3:forces:R:3
Tl 0.588418 -2.271478 1.472720 0.1140 0.0690 -0.0878
N -2.454767 -5.129623 3.486475 -0.1746 -0.0439 0.0910
C -1.820918 -4.068450 3.027887 0.2863 0.0169 -0.1568
N -0.650513 -4.130266 2.430639 -0.2089 0.1113 0.1571
C -0.011593 -5.344016 2.321452 -0.0611 0.0229 -0.1131
N 1.233155 -5.428356 1.937020 0.2194 -0.0653 0.1041
N 1.817372 -4.223667 1.706052 -0.0286 0.0862 -0.0069
C 3.084824 -4.136269 1.669529 0.0993 0.0612 -0.0618
C 3.696680 -2.831452 1.356472 -0.0767 -0.0430 0.1191
C 5.044802 -2.734321 1.066251 -0.0286 0.0031 0.0772
C 5.574272 -1.484115 0.778346 0.0246 0.0468 -0.0155
C 4.742646 -0.378157 0.804140 0.0283 -0.0086 0.0423
C 3.400232 -0.553619 1.102493 0.0507 -0.1133 0.0874
N 2.889379 -1.756353 1.366453 0.0680 -0.0276 -0.0834
C -0.730702 -6.560040 2.661637 0.0684 0.0512 -0.0278
C -0.214216 -7.840916 2.436239 -0.0038 -0.0063 0.0133
C -0.934946 -8.945348 2.829961 -0.0199 0.0246 0.0177
C -2.173725 -8.791325 3.462979 0.0262 -0.0053 -0.0130
C -2.698015 -7.537460 3.696199 0.0023 -0.0012 0.0010
C -1.968222 -6.427994 3.286987 -0.0568 0.0584 0.0246
H -3.321823 -5.001693 3.991795 0.0151 -0.0137 -0.0617
H -2.280887 -3.097583 3.157176 -0.0001 0.0411 0.0600
H 3.716726 -5.000568 1.859232 -0.0488 -0.0144 -0.0812
H 5.665664 -3.619706 1.073154 -0.0018 -0.0135 0.0010
H 6.625395 -1.378142 0.547170 0.0075 0.0044 0.0020
H 5.124372 0.613573 0.610270 -0.0057 0.0075 -0.0068
H 2.715032 0.278126 1.147701 -0.0411 0.0214 -0.0604
H 0.750020 -7.941484 1.959797 0.0113 -0.0045 0.0003
H -0.541311 -9.937171 2.659176 -0.0003 -0.0062 -0.0044
H -2.729155 -9.665130 3.774694 0.0001 -0.0053 -0.0006
H -3.657237 -7.416890 4.183088 -0.0035 0.0000 0.0076
C -1.051038 5.574328 2.210591 -0.0222 -0.0108 0.0105
C -2.087613 4.554449 1.770990 0.0044 0.0225 -0.0091
N -1.471888 3.287144 1.326056 0.0177 -0.0080 -0.0731
C -1.471108 2.248717 2.159734 0.0291 -0.0544 0.0118
C -0.874430 1.032769 1.910029 -0.0110 0.0081 -0.0116
C -1.078021 -0.004884 2.976768 -0.0073 -0.0052 0.0494
O -1.615805 0.293234 4.012960 -0.0073 0.0421 -0.0436
O -0.732621 -1.252352 2.720563 -0.1360 -0.2247 0.2009
C -0.156174 0.856144 0.704953 0.0401 -0.0254 0.0640
O 0.523273 -0.170719 0.402384 -0.0640 -0.0158 -0.1696
C -0.207577 1.967245 -0.235633 -0.0100 0.0301 0.0090
C 0.402357 1.856076 -1.491965 0.0328 -0.0229 0.0025
C 0.364778 2.890460 -2.376004 0.0199 0.0298 0.0208
F 1.015587 2.753427 -3.545180 -0.0105 -0.0258 -0.0026
C -0.291516 4.108671 -2.090429 0.0455 -0.0177 0.0097
C -0.893739 4.214462 -0.846152 0.0097 -0.0031 -0.0276
C -0.855552 3.168059 0.084583 -0.0300 0.0194 0.0764
N -0.348460 5.171803 -2.999862 -0.1027 0.0109 0.0201
C -0.045020 5.003099 -4.420482 0.0131 0.0125 0.0038
C -0.523554 6.247047 -5.180421 -0.0119 -0.0200 -0.0553
N -1.695213 6.837850 -4.452138 -0.0280 -0.0236 0.0024
C -1.263774 7.426561 -3.130186 0.0208 0.0400 0.0072
C -0.153704 6.542373 -2.552917 0.0433 0.0116 0.0054
H -1.550897 6.488009 2.528551 -0.0012 0.0115 0.0026
H -0.355876 5.823574 1.408800 0.0111 0.0035 -0.0003
H -0.473983 5.197454 3.054036 0.0087 -0.0051 0.0087
H -2.721752 4.929046 0.968567 -0.0144 -0.0153 0.0006
H -2.750315 4.300188 2.595143 0.0055 0.0118 -0.0064
H -1.978417 2.380090 3.107420 -0.0042 -0.0020 -0.0010
H 0.935765 0.952019 -1.752576 -0.0146 -0.0091 -0.0033
H -1.417512 5.123962 -0.598466 -0.0264 0.0160 -0.0104
H -0.563475 4.120600 -4.791815 0.0051 0.0038 -0.0027
H 1.020883 4.876878 -4.624943 -0.0051 0.0065 -0.0036
H -0.830506 5.995356 -6.192948 0.0006 0.0143 0.0061
H 0.231955 7.028472 -5.233899 -0.0005 -0.0048 0.0136
H -2.376594 6.096068 -4.277391 0.0084 0.0409 -0.0090
H -2.161656 7.547879 -5.020086 0.0266 -0.0260 0.0059
H -2.146985 7.468061 -2.495985 0.0071 -0.0184 -0.0001
H -0.914437 8.440115 -3.319272 -0.0196 -0.0039 -0.0023
H -0.168673 6.609490 -1.469537 0.0020 -0.0126 0.0059
H 0.827742 6.907312 -2.873594 0.0013 0.0069 0.0007
Br -2.017404 -1.214172 -3.742669 0.0083 -0.0022 0.0033
C -0.730313 -2.222137 -2.819859 -0.0952 0.0288 -0.0093
C 0.151167 -3.052954 -3.492507 0.0302 -0.0400 -0.0312
C 1.069304 -3.778076 -2.751304 -0.0232 -0.0198 0.0061
C 1.084221 -3.639088 -1.376861 -0.1582 0.0113 -0.0553
N 0.235348 -2.823474 -0.739070 -0.0005 -0.0246 -0.1211
C -0.666478 -2.130837 -1.443574 0.0443 -0.0488 0.0153
H 0.113128 -3.139135 -4.570064 -0.0012 0.0079 -0.0013
H 1.764177 -4.450204 -3.233498 0.0103 -0.0064 0.0016
H 1.769201 -4.205956 -0.766271 0.0838 -0.0001 0.0399
H -1.347766 -1.494612 -0.897755 0.0147 0.0522 0.0211
```
Forces are in eV/Å.

The multiplicity is 1. As for the maximum force: 0.3 eV/A. The calculation puts the HOMO energy at -0.5475 Ha. For the HOMO-LUMO gap, the calculation gives 7.4 eV. For the LUMO energy, the calculation gives -7.49 eV. As for the charge: +3.



Entry 3:
# C6H6N2O3

C6H6N2O3 in the gas phase in a non-equilibrium geometry (ωB97M-V/def2-TZVPD, OMol25).

Geometry as XYZ:
```
17
Properties=species:S:1:pos:R:3:forces:R:3
C 0.608010 -2.294420 -0.557153 3.0927 3.3691 0.6215
C -0.511086 -2.497624 0.057381 -2.2522 -3.6155 -0.7979
C -0.449794 -0.293961 0.191344 -4.0819 -1.2050 0.6315
C 0.830929 -0.684061 -0.400983 1.4166 1.3855 -2.5831
C -1.408109 0.951666 0.370801 -1.2398 0.6053 1.0881
C -0.863007 2.309672 0.004254 0.9500 -0.4001 2.3444
N -1.174776 -1.354757 0.361303 -1.2778 1.6351 1.4587
N 1.942679 0.300062 0.393636 0.2695 -2.9822 -1.1123
O 1.864752 1.385195 -0.076917 0.3086 1.6277 -0.1310
O 2.751168 -0.093892 1.185428 -0.4621 -0.3220 0.3095
O -2.542479 0.845324 0.866894 3.3826 -0.3177 -1.4929
H 1.259250 -2.986950 -1.001324 0.9088 -0.4906 -0.4447
H -1.056022 -3.524479 0.065634 0.9845 2.0619 0.3440
H 0.978620 -0.069272 -1.417243 -0.5062 -1.9136 1.9172
H 0.191190 2.405987 0.370796 -1.0488 -0.0443 -0.8533
H -1.420348 3.012533 0.581385 -0.6449 0.5331 0.3871
H -1.000982 2.588978 -0.995231 0.2005 0.0733 -1.6868
```
Forces are in eV/Å.

The multiplicity is 1. As for the maximum force: 4.6 eV/A. The calculation puts the HOMO energy at -0.3740 Ha. For the HOMO-LUMO gap, the calculation gives 9.1 eV. For the LUMO energy, the calculation gives -1.12 eV. The calculation puts the energy above the lowest of the compared OMol25 structures with the same formula, charge and spin at 126.8 kcal per mole. As for the SMILES: CC(=O)C1=NC=C[C@@H]1[N+](=O)[O-].



> Among the records above, which one has the lowest HOMO?

C35H33BrFN9O3Tl



> Number 1 is which compound?

C47H42Cl4N11O7S2Y